Formula: C45H65BHfN8OS4SiTe
Source: the OMol25 dataset
Level of theory: ωB97M-V/def2-TZVPD

```
127
Properties=species:S:1:pos:R:3
Hf 0.204 -0.061 0.004
C 4.716 -2.100 2.526
C 4.092 -1.000 1.727
C 4.645 0.202 1.369
C 3.680 0.881 0.608
N 2.573 0.137 0.544
N 2.852 -1.035 1.211
B 1.938 -2.264 1.258
N 0.729 -2.001 2.161
N 0.344 -0.746 2.563
C -0.423 -0.938 3.652
C -0.563 -2.317 3.892
C 0.178 -2.955 2.930
C 0.388 -4.412 2.684
C -0.864 0.118 4.657
C 0.196 0.075 5.779
C -0.901 1.541 4.116
C -2.235 -0.254 5.234
N 1.360 -2.738 -0.099
N 0.064 -2.438 -0.463
C -0.249 -3.283 -1.458
C 0.836 -4.145 -1.690
C 1.842 -3.748 -0.832
C 3.262 -4.193 -0.740
C -1.560 -3.286 -2.210
C -1.274 -3.426 -3.713
C -2.384 -4.492 -1.725
C -2.347 -2.003 -1.985
C 4.020 2.159 -0.154
C 4.496 3.244 0.818
C 2.880 2.717 -0.995
C 5.180 1.792 -1.098
H 5.674 -1.752 2.911
H 4.088 -2.395 3.367
H 4.896 -2.988 1.916
H 5.645 0.535 1.601
H 2.582 -3.169 1.710
H -1.131 -2.791 4.679
H -0.349 -4.985 3.245
H 0.287 -4.655 1.621
H 1.385 -4.728 3.002
H 1.160 0.433 5.402
H -0.116 0.721 6.605
H 0.332 -0.940 6.161
H -0.060 1.706 3.453
H -1.815 1.748 3.572
H -0.837 2.249 4.950
H -2.189 -1.163 5.840
H -2.591 0.556 5.874
H -2.964 -0.411 4.434
H 0.897 -4.942 -2.416
H 3.491 -4.862 -1.568
H 3.925 -3.325 -0.801
H 3.465 -4.714 0.200
H -0.693 -4.326 -3.937
H -2.221 -3.489 -4.255
H -0.717 -2.560 -4.080
H -1.863 -5.430 -1.940
H -2.564 -4.431 -0.647
H -3.353 -4.508 -2.233
H -1.763 -1.129 -2.285
H -3.252 -2.016 -2.601
H -2.657 -1.902 -0.946
H 3.703 3.510 1.519
H 5.371 2.921 1.390
H 4.765 4.144 0.256
H 2.160 3.252 -0.382
H 3.286 3.416 -1.736
H 2.358 1.928 -1.539
H 6.036 1.390 -0.550
H 4.857 1.047 -1.829
H 5.505 2.685 -1.641
C -5.450 2.838 -1.823
C -4.465 3.443 -1.046
C -3.577 2.666 -0.313
C -3.643 1.268 -0.339
C -4.635 0.682 -1.127
C -5.532 1.454 -1.862
Si -2.448 0.259 0.742
C -3.436 -1.276 1.294
C -2.818 -2.505 1.528
C -3.529 -3.606 1.998
C -4.895 -3.504 2.222
C -5.536 -2.291 1.993
C -4.814 -1.191 1.544
H -6.156 3.443 -2.380
H -4.399 4.526 -1.001
H -2.817 3.158 0.287
H -4.710 -0.402 -1.179
H -6.301 0.971 -2.456
H -2.545 1.087 1.960
H -1.759 -2.614 1.325
H -3.015 -4.543 2.184
H -5.459 -4.363 2.565
H -6.605 -2.203 2.162
H -5.328 -0.246 1.387
C 0.037 5.220 -2.390
N -0.272 3.821 -2.132
C -0.815 2.903 -2.925
S -1.141 1.314 -2.367
N -1.199 3.178 -4.187
C -0.750 4.238 -5.084
H 0.105 5.718 -1.424
H -0.752 5.701 -2.963
H 0.991 5.345 -2.905
H -0.025 3.483 -1.210
H -1.616 2.376 -4.627
H -1.458 5.066 -5.130
H -0.651 3.815 -6.081
H 0.225 4.615 -4.794
C 2.525 2.516 3.741
O 1.793 2.235 2.541
C 0.965 3.165 2.052
S 0.821 4.688 2.644
S 0.026 2.579 0.720
H 3.168 1.652 3.887
H 1.840 2.636 4.580
H 3.113 3.425 3.640
Te 1.577 -0.817 -2.593
C 2.538 0.645 -3.749
C 3.836 0.553 -4.171
C 4.246 1.637 -5.006
C 3.245 2.536 -5.212
S 1.809 2.055 -4.407
H 4.480 -0.274 -3.885
H 5.237 1.738 -5.430
H 3.266 3.445 -5.801
```

Results
HOMO-LUMO gap: 6.536 eV
electronic energy: -122187.6023 eV
ΔE to the lowest compared entry with this formula, charge and spin: 41.97 kJ/mol
max |F|: 1.368 eV Å⁻¹

Atom charges from the Mulliken analysis, given in e for atoms 1 to 2:
1 Hf 0.436
2 C -1.603